Entry 1:
{"formula": "CH7N2O", "method": "the ωB97M-V functional and the def2-TZVPD basis", "species": ["N", "H", "H", "H", "H", "C", "N", "O", "H", "H", "H"], "xyz": [[-1.451088, -0.811308, 0.529807], [-2.032481, -0.976669, -0.291401], [-1.679785, -1.460316, 1.259868], [-0.456586, -0.934658, 0.220359], [-1.511333, 0.182355, 0.783785], [0.909988, 1.247349, -0.253765], [1.155522, -0.162756, -0.361475], [-0.093103, 1.735163, 0.235896], [1.745924, 1.811029, -0.688609], [1.300087, -0.331718, -1.396729], [2.112850, -0.298466, -0.037741]], "atomic_forces_ev_per_a": [[0.420, 0.269, -1.059], [-0.234, -0.042, 0.121], [-0.304, -0.215, 0.626], [0.145, 0.143, 0.174], [-0.054, -0.059, 0.252], [-0.937, 1.013, 0.426], [-0.032, -0.445, -1.399], [1.597, -1.209, -0.846], [-0.263, 0.685, 0.215], [-0.364, 0.085, 1.161], [0.027, -0.225, 0.330]], "nbo_charge": [-0.89, 0.44, 0.45, 0.47, 0.47, 0.56, -0.94, -0.52, 0.14, 0.41, 0.41], "total_charge": 1, "homo_lumo_gap_ev": 11.7, "spin_multiplicity": 1, "lumo_energy_ev": -3.58}


Entry 2:
{"formula": "C2H4ClN", "method": "the ωB97M-V functional and the def2-TZVPD basis", "species": ["C", "C", "N", "Cl", "H", "H", "H", "H"], "xyz": [[-1.336888, 0.858142, -2.029904], [0.510640, -1.102578, 0.757656], [-0.869923, 1.737879, -1.436388], [0.842006, -0.115186, 2.199171], [0.085868, -0.463817, -0.014844], [-0.198543, -1.876197, 1.033088], [1.443168, -1.539462, 0.417026], [-0.476329, 2.501218, -0.925806]], "atomic_forces_ev_per_a": [[-0.153, -0.302, -0.204], [-0.115, 0.014, -0.176], [0.184, 0.377, 0.238], [0.027, 0.115, 0.071], [0.066, -0.112, 0.114], [0.025, -0.018, -0.026], [-0.004, -0.019, 0.005], [-0.028, -0.054, -0.022]], "nbo_charge": [0.29, -0.57, -0.74, -0.08, 0.22, 0.22, 0.21, 0.45], "homo_lumo_gap_ev": 11.8, "spin_multiplicity": 1, "lumo_energy_ev": 0.96}


Entry 3:
{"formula": "C21H25AuOS", "method": "the ωB97M-V functional and the def2-TZVPD basis", "species": ["Au", "C", "C", "C", "H", "C", "C", "H", "H", "H", "H", "C", "C", "C", "H", "C", "C", "H", "H", "H", "H", "O", "C", "C", "C", "C", "C", "H", "H", "H", "H", "H", "H", "H", "H", "H", "H", "S", "C", "C", "C", "C", "C", "C", "H", "H", "H", "H", "H"], "xyz": [[-0.231336, 0.124461, 0.809977], [1.823044, 0.946953, 1.503544], [2.052460, -0.037659, 0.422701], [2.290894, 0.709363, -0.781677], [2.271887, -1.088189, 0.572343], [2.139693, 2.092149, -0.493227], [1.899948, 2.253524, 0.894679], [1.848440, 3.202268, 1.421682], [1.883768, 0.708911, 2.563914], [2.610888, 0.293453, -1.727558], [2.253695, 2.888985, -1.227105], [-2.442452, 0.640828, 0.797906], [-1.808988, 1.882611, 1.268496], [-1.680479, 2.742205, 0.142602], [-1.681503, 2.157776, 2.323672], [-2.188073, 2.073049, -0.998854], [-2.615420, 0.787034, -0.626890], [-3.038186, 0.039890, -1.307104], [-2.966768, -0.070736, 1.443635], [-1.304641, 3.771465, 0.154212], [-2.296384, 2.507611, -1.998814], [-0.129929, -1.232843, -0.934027], [-0.471943, 0.043868, -4.343572], [0.204716, -1.316579, -3.743299], [0.372844, 1.282487, -4.008927], [-1.997175, 0.022453, -4.220971], [0.335076, -1.842273, -2.190704], [1.260777, -1.409868, -4.129235], [-0.245808, -2.214562, -4.265691], [-0.105582, -2.861741, -2.154058], [1.399786, -2.126688, -2.021641], [0.563739, 1.939056, -4.863535], [1.349428, 1.010085, -3.566241], [-0.058376, 1.891263, -3.189706], [-2.535078, 0.052216, -5.173310], [-2.410954, 0.830188, -3.592673], [-2.318698, -0.869784, -3.652621], [-0.463445, -2.194909, 1.400228], [0.018978, -2.102025, 3.028505], [1.328755, -2.496937, 3.369995], [1.814932, -2.203889, 4.637471], [1.001927, -1.537319, 5.565234], [-0.316398, -1.189340, 5.237820], [-0.822691, -1.487040, 3.978754], [1.943531, -2.964241, 2.599010], [2.834506, -2.487974, 4.895614], [1.397354, -1.286799, 6.548710], [-0.946638, -0.676469, 5.964536], [-1.824117, -1.196270, 3.666219]], "atomic_forces_ev_per_a": [[-0.177, 1.007, 0.564], [0.853, 0.289, -1.235], [0.677, 1.559, 0.260], [-0.026, 0.494, 0.970], [-0.233, 0.106, -0.046], [0.581, -0.965, 0.388], [0.202, -0.863, 0.141], [-0.264, -0.160, -0.065], [-0.171, 0.122, -0.214], [-0.346, -0.090, -0.027], [-0.127, -0.088, 0.187], [0.591, 0.661, -0.012], [-0.910, 0.095, -0.425], [-0.242, -0.028, 0.521], [0.059, -0.147, -0.594], [-0.506, -0.462, 0.037], [-0.664, 0.668, -0.100], [0.281, 0.268, 0.433], [0.415, 0.146, -0.360], [0.052, -0.544, 0.039], [0.348, -0.246, 0.349], [0.113, -1.300, -5.134], [1.114, -1.906, 2.913], [0.117, -0.143, -1.469], [-0.190, -0.289, 0.447], [0.190, 0.141, 0.646], [-0.524, 0.164, 3.122], [-0.748, 0.688, 0.325], [-0.149, 1.010, 0.398], [-0.381, 0.294, -0.574], [0.078, 0.694, -0.510], [-0.128, 0.051, -0.086], [-0.400, -0.185, -0.502], [-0.274, -0.227, -0.412], [0.070, -0.057, -0.127], [0.431, 0.129, -0.339], [0.265, 0.098, -0.518], [-0.488, -1.315, -0.897], [0.147, 0.271, 0.559], [-0.289, 0.274, 0.579], [-0.260, -0.016, 0.078], [0.085, -0.062, 0.116], [0.063, -0.193, -0.143], [0.726, -0.082, 0.492], [-0.161, 0.149, 0.249], [-0.128, 0.125, 0.064], [-0.052, -0.040, -0.138], [0.162, -0.058, -0.054], [0.217, -0.039, 0.102]], "nbo_charge": [1.10, -0.44, -0.35, -0.34, 0.23, -0.30, -0.36, 0.18, 0.22, 0.19, 0.18, -0.44, -0.41, -0.32, 0.21, -0.33, -0.29, 0.20, 0.22, 0.19, 0.18, -1.00, 0.12, -0.50, -0.70, -0.69, -0.04, 0.18, 0.18, 0.13, 0.12, 0.18, 0.23, 0.24, 0.19, 0.22, 0.23, -0.18, -0.19, -0.25, -0.22, -0.29, -0.22, -0.24, 0.22, 0.19, 0.18, 0.19, 0.22], "total_charge": -2, "homo_lumo_gap_ev": [5.1, 5.3], "spin_multiplicity": 3, "lumo_energy_ev": [5.23, 5.16], "s_squared": 2.02}


Energy relative to the best compared isomer or geometry (same formula, charge and spin) (kJ/mol)
93.7; 105.5; 0.0
Electronic energy (eV)
-6171.5351; -16149.9836; -38749.8284